The following is a quantum chemistry calculation of a structure of composition C40H47BBrF4O6PS3SbW, from the OMol25 dataset.

The value obtained for the orbital gap is 0.2173 Eh. The energy is -186275.762 eV. As for the HOMO energy: -10.83 eV. As for the spin multiplicity: 1. The charge is +1.

Last column: Mulliken charge in e.
Cartesian coordinates (Å):
W (-1.101, 0.241, 0.290)  0.709
O (-2.218, -3.217, -0.082)  -0.561
C (-1.243, -2.750, 0.431)  -0.716
O (-1.258, -1.564, 1.060)  -0.875
C (0.137, -3.427, 0.342)  0.636
C (1.112, -2.992, 1.456)  -0.085
C (2.386, -3.844, 1.365)  -0.721
C (3.111, -3.185, 0.169)  -1.124
C (2.085, -2.131, -0.243)  -0.390
O (1.542, -1.699, 1.010)  -0.126
C (0.883, -2.850, -0.925)  0.039
C (-0.041, -1.845, -1.596)  -0.551
O (-0.691, -2.020, -2.578)  -0.490
O (-0.096, -0.683, -0.901)  0.643
H (-0.016, -4.501, 0.294)  0.664
H (0.673, -2.925, 2.447)  0.102
H (2.967, -3.774, 2.283)  0.322
H (2.150, -4.893, 1.191)  0.412
H (4.043, -2.713, 0.476)  0.355
H (3.327, -3.873, -0.646)  0.430
H (2.469, -1.282, -0.804)  0.782
H (1.176, -3.610, -1.642)  0.724
S (-0.497, 1.374, -2.704)  -0.473
P (-2.382, 0.738, -2.813)  1.183
S (-3.040, -0.342, -1.160)  -0.585
C (-2.911, -0.215, -4.265)  0.787
C (-2.929, 0.444, -5.493)  -0.560
C (-3.571, -0.137, -6.572)  -0.638
C (-4.202, -1.366, -6.425)  -0.484
C (-4.144, -2.038, -5.215)  -0.813
C (-3.493, -1.470, -4.129)  -0.338
C (-3.497, 2.176, -2.875)  0.765
C (-3.012, 3.426, -3.238)  -0.424
C (-3.889, 4.496, -3.348)  -0.643
C (-5.238, 4.318, -3.086)  -0.503
C (-5.722, 3.064, -2.733)  -0.743
C (-4.856, 1.989, -2.634)  -0.573
H (-2.448, 1.410, -5.589)  0.416
H (-3.595, 0.373, -7.526)  0.409
H (-4.741, -1.800, -7.256)  0.395
H (-4.620, -3.004, -5.104)  0.421
H (-3.441, -2.000, -3.188)  0.411
H (-1.954, 3.555, -3.423)  0.398
H (-3.516, 5.469, -3.638)  0.431
H (-5.917, 5.158, -3.149)  0.412
H (-6.776, 2.923, -2.537)  0.433
H (-5.227, 1.009, -2.360)  0.428
Br (-1.550, 2.718, 0.328)  -0.390
O (1.019, 1.320, 0.236)  -0.280
S (1.979, 2.338, -0.392)  -0.074
C (1.766, 3.820, 0.651)  -0.206
C (2.760, 4.918, 0.374)  0.316
C (3.247, 5.121, -0.916)  -0.289
C (4.163, 6.129, -1.170)  -0.789
C (4.592, 6.953, -0.142)  -0.510
C (4.083, 6.780, 1.137)  -0.667
C (3.171, 5.768, 1.393)  -0.439
C (3.602, 1.553, 0.116)  -0.168
C (4.506, 2.193, 1.119)  -0.029
C (5.686, 2.824, 0.739)  -0.483
C (6.530, 3.362, 1.696)  -0.672
C (6.216, 3.263, 3.045)  -0.620
C (5.058, 2.606, 3.434)  -0.989
C (4.206, 2.084, 2.474)  0.480
H (1.765, 3.493, 1.691)  -0.125
H (0.764, 4.165, 0.391)  0.825
H (2.899, 4.498, -1.732)  0.476
H (4.546, 6.272, -2.173)  0.419
H (5.312, 7.738, -0.335)  0.424
H (4.402, 7.429, 1.942)  0.414
H (2.772, 5.646, 2.393)  0.425
H (4.122, 1.382, -0.827)  0.711
H (3.238, 0.602, 0.510)  -0.606
H (5.960, 2.879, -0.307)  0.432
H (7.446, 3.848, 1.389)  0.423
H (6.882, 3.677, 3.789)  0.442
H (4.830, 2.479, 4.484)  0.492
H (3.310, 1.556, 2.778)  0.478
C (2.538, -0.802, 3.947)  -1.078
C (1.481, 0.237, 4.300)  -1.022
Sb (-0.130, 0.490, 2.853)  1.012
C (-0.919, 2.372, 3.672)  -0.492
C (-0.806, 2.534, 5.183)  -1.337
C (-1.583, -0.730, 3.968)  -0.511
C (-1.070, -2.021, 4.597)  -1.243
H (3.303, -0.823, 4.726)  0.520
H (3.030, -0.576, 3.001)  0.122
H (2.099, -1.798, 3.884)  0.303
H (1.925, 1.221, 4.445)  0.516
H (0.954, -0.031, 5.214)  0.760
H (-1.965, 2.387, 3.368)  0.353
H (-0.415, 3.195, 3.163)  0.354
H (-1.327, 1.744, 5.722)  0.280
H (-1.265, 3.483, 5.465)  0.430
H (0.233, 2.548, 5.516)  0.299
H (-2.379, -0.961, 3.269)  0.160
H (-1.976, -0.061, 4.734)  0.711
H (-0.875, -2.782, 3.842)  0.230
H (-1.840, -2.423, 5.257)  0.445
H (-0.168, -1.868, 5.192)  0.296
F (-5.278, -0.169, 1.938)  -0.207
B (-4.788, 1.053, 1.926)  0.308
F (-4.775, 1.761, 0.813)  -0.034
F (-4.412, 1.621, 3.063)  -0.194
F (-2.585, 0.409, 1.475)  0.302

=====

The following is a quantum chemistry calculation of a structure of composition C40H47CrN7O4P2S2, from the OMol25 dataset.

The value obtained for the orbital gap (spin up / spin down) is 0.2564 / 0.2545 Eh. The energy is -129513.788 eV. As for the expectation value of S²: 3.79. As for the HOMO energy (spin up / spin down): -15.49 / -15.50 eV. As for the spin multiplicity: 4. The charge is +3.

Last column: Mulliken charge in e.
Cartesian coordinates (Å):
Cr (0.708, -0.437, 0.839)  0.640
N (-1.197, -3.245, 0.678)  -0.425
N (-0.162, -4.161, 0.866)  -0.268
C (1.029, -3.780, 1.326)  0.512
N (1.899, -4.708, 1.682)  -0.346
N (1.276, -2.438, 1.371)  -0.062
N (2.291, -1.983, 2.128)  1.027
O (3.059, -2.628, 2.778)  -0.684
O (2.329, -0.716, 2.072)  -0.529
H (-1.897, -3.376, 1.403)  0.251
H (-1.610, -3.397, -0.233)  0.325
H (-0.348, -5.152, 0.781)  0.184
H (1.651, -5.686, 1.657)  0.208
H (2.797, -4.453, 2.060)  0.164
S (-0.851, -0.553, -0.975)  -0.125
C (0.030, -0.121, -2.352)  -0.325
N (-0.534, -0.063, -3.529)  0.409
C (0.286, 0.194, -4.726)  -0.343
C (1.335, 1.210, -4.392)  -0.924
N (2.105, 0.767, -3.217)  0.308
C (3.557, 1.074, -3.269)  -1.108
C (4.222, 0.267, -4.354)  0.441
C (4.240, -1.124, -4.281)  -0.137
C (4.841, -1.862, -5.288)  -0.791
C (5.431, -1.214, -6.367)  -0.465
C (5.421, 0.170, -6.439)  -0.680
C (4.812, 0.911, -5.434)  -0.293
C (1.521, 0.130, -2.245)  0.754
S (2.358, -0.466, -0.892)  -0.519
C (-1.989, -0.397, -3.670)  -0.777
C (-2.527, -0.191, -5.051)  -0.564
C (-2.523, -1.238, -5.967)  0.042
C (-2.997, -1.038, -7.254)  -0.787
C (-3.479, 0.209, -7.628)  -0.464
C (-3.495, 1.255, -6.715)  -0.688
C (-3.022, 1.055, -5.426)  -0.077
H (-0.366, 0.568, -5.510)  0.491
H (0.727, -0.747, -5.066)  0.179
H (0.900, 2.188, -4.174)  0.286
H (2.034, 1.309, -5.220)  0.471
H (3.975, 0.881, -2.285)  0.533
H (3.635, 2.141, -3.483)  0.427
H (3.802, -1.633, -3.428)  0.395
H (4.863, -2.942, -5.228)  0.431
H (5.907, -1.792, -7.148)  0.414
H (5.888, 0.675, -7.273)  0.420
H (4.813, 1.994, -5.489)  0.420
H (-2.511, 0.227, -2.942)  0.599
H (-2.098, -1.437, -3.349)  0.584
H (-2.160, -2.217, -5.672)  0.405
H (-3.001, -1.856, -7.963)  0.428
H (-3.856, 0.363, -8.631)  0.428
H (-3.887, 2.221, -7.003)  0.424
H (-3.051, 1.868, -4.708)  0.418
C (2.743, 3.154, 0.128)  -1.278
P (1.475, 2.706, 1.308)  1.177
C (0.364, 4.089, 1.478)  -1.055
C (2.278, 2.420, 2.872)  -0.688
O (0.672, 1.494, 0.805)  -0.540
H (3.270, 4.047, 0.465)  0.555
H (2.285, 3.359, -0.841)  0.284
H (3.456, 2.335, 0.030)  0.291
H (0.913, 4.984, 1.773)  0.447
H (-0.379, 3.857, 2.240)  0.132
H (-0.140, 4.272, 0.529)  0.362
H (2.781, 3.337, 3.185)  0.543
H (3.018, 1.625, 2.782)  0.337
H (1.539, 2.145, 3.625)  -0.113
O (-0.459, -0.496, 2.411)  1.583
P (-1.411, -0.144, 3.558)  0.875
C (-1.637, -1.623, 4.550)  0.346
C (-2.456, -1.622, 5.679)  -0.484
C (-2.595, -2.772, 6.437)  -0.804
C (-1.912, -3.930, 6.084)  -0.696
C (-1.084, -3.934, 4.972)  -0.774
C (-0.949, -2.784, 4.207)  0.335
C (-0.716, 1.097, 4.641)  0.513
C (0.259, 0.706, 5.564)  -0.699
C (0.866, 1.652, 6.373)  -0.819
C (0.496, 2.989, 6.274)  -0.623
C (-0.479, 3.382, 5.366)  -0.667
C (-1.085, 2.439, 4.548)  -0.867
C (-2.985, 0.460, 2.968)  0.640
C (-3.300, 0.355, 1.617)  -0.178
C (-4.535, 0.783, 1.153)  -0.788
C (-5.461, 1.314, 2.037)  -0.664
C (-5.151, 1.428, 3.387)  -0.877
C (-3.918, 1.005, 3.854)  -0.296
H (-2.983, -0.727, 5.985)  0.272
H (-3.233, -2.766, 7.311)  0.469
H (-2.020, -4.823, 6.684)  0.426
H (-0.535, -4.831, 4.713)  0.448
H (-0.293, -2.764, 3.349)  -0.003
H (0.531, -0.339, 5.662)  0.438
H (1.613, 1.349, 7.095)  0.475
H (0.957, 3.724, 6.920)  0.449
H (-0.782, 4.420, 5.312)  0.500
H (-1.863, 2.744, 3.857)  0.621
H (-2.578, -0.056, 0.928)  -0.032
H (-4.776, 0.699, 0.101)  0.500
H (-6.426, 1.646, 1.678)  0.432
H (-5.870, 1.849, 4.076)  0.456
H (-3.688, 1.122, 4.906)  0.403